A structure of composition C21H49N5O7Pt in a non-equilibrium geometry, computed with ωB97M-V/def2-TZVPD.

Each line ends with the Löwdin spin population.
Geometry (Å):
Pt  1.12  1.71  -6.96  0.000
C  3.89  -4.16  -5.53  0.001
C  3.98  -3.51  -6.90  0.086
C  3.29  -4.45  -7.98  0.079
O  3.37  -2.29  -7.00  0.799
H  4.08  -3.39  -4.78  0.000
H  4.61  -4.98  -5.45  0.000
H  2.88  -4.59  -5.44  0.000
H  4.97  -3.40  -7.33  0.027
H  2.21  -4.58  -7.88  0.001
H  3.87  -5.35  -8.17  0.007
H  3.58  -3.99  -8.92  0.000
C  -1.20  3.05  -1.48  0.035
C  0.27  2.76  -1.64  0.060
C  0.56  1.36  -1.24  0.041
O  0.75  2.94  -2.94  0.857
H  -1.48  2.84  -0.44  0.003
H  -1.73  2.39  -2.16  0.000
H  -1.57  4.04  -1.72  0.000
H  0.75  3.42  -0.92  -0.002
H  0.35  1.19  -0.19  0.007
H  1.60  1.13  -1.46  0.000
H  0.13  0.51  -1.78  0.000
C  -3.52  9.27  0.11  0.000
O  -4.23  9.87  -0.70  0.000
N  -2.20  9.12  -0.10  0.000
C  -1.35  8.57  0.91  0.000
C  -1.48  9.66  -1.28  0.000
H  -3.90  8.81  1.04  0.000
H  -0.56  8.05  0.36  0.000
H  -1.85  7.85  1.56  0.000
H  -0.73  9.22  1.52  0.000
H  -2.08  9.46  -2.17  0.000
H  -1.26  10.73  -1.19  0.000
H  -0.58  9.09  -1.51  0.000
C  -2.12  -3.25  -5.81  0.000
O  -2.05  -2.05  -5.41  0.000
N  -2.05  -4.38  -5.10  0.000
C  -2.17  -5.67  -5.80  0.000
C  -2.13  -4.49  -3.67  0.000
H  -2.14  -3.39  -6.90  0.000
H  -1.86  -6.51  -5.19  0.000
H  -1.59  -5.77  -6.71  0.000
H  -3.20  -5.95  -6.03  0.000
H  -1.38  -5.16  -3.26  0.000
H  -1.96  -3.46  -3.36  0.000
H  -3.04  -4.72  -3.11  0.000
C  -4.92  -2.26  3.90  0.000
O  -4.15  -2.35  2.97  0.000
N  -5.31  -1.15  4.57  0.000
C  -6.26  -1.12  5.67  0.000
C  -4.66  0.10  4.12  0.000
H  -5.43  -3.12  4.37  0.000
H  -7.16  -0.51  5.62  0.000
H  -5.84  -0.73  6.59  0.000
H  -6.67  -2.11  5.85  0.000
H  -5.00  0.14  3.08  0.000
H  -4.85  0.98  4.72  0.000
H  -3.58  0.04  4.23  0.000
C  1.83  3.05  5.19  0.000
O  1.11  3.12  6.21  0.000
N  3.17  2.94  5.28  0.000
C  4.06  3.14  4.09  0.000
C  3.74  2.59  6.57  0.000
H  1.54  3.11  4.13  0.000
H  3.46  3.43  3.22  0.000
H  4.40  2.22  3.61  0.000
H  4.85  3.86  4.29  0.000
H  3.00  2.54  7.37  0.000
H  4.43  1.75  6.50  0.000
H  4.35  3.47  6.77  0.000
C  2.52  -5.23  1.96  0.000
O  2.43  -6.29  1.43  0.000
N  2.72  -4.99  3.26  0.000
C  2.88  -3.71  3.84  0.000
C  2.78  -6.12  4.16  0.000
H  2.48  -4.23  1.51  0.000
H  1.97  -3.69  4.44  0.000
H  3.07  -3.00  3.04  0.000
H  3.77  -3.76  4.46  0.000
H  2.43  -7.06  3.72  0.000
H  3.80  -6.45  4.35  0.000
H  2.17  -6.17  5.06  0.000

Its largest force on an atom is 0.0734 hartree/bohr. Its energy above the lowest of the compared OMol25 structures with the same formula, charge and spin is 5.032 eV. The spin multiplicity is 3. The value obtained for the LUMO energy (alpha / beta) is -0.595 / -1.215 eV. As for the HOMO-LUMO gap (alpha / beta): 6.70 / 6.08 eV.

A structure of composition C42H44BrCsFN5O5Si in a non-equilibrium geometry, computed with ωB97M-V/def2-TZVPD.

Each line ends with the Löwdin charge.
Geometry (Å):
Cs  -0.97  -0.23  -0.47  1.095
C  2.06  -1.12  -0.62  -0.344
Si  3.62  -0.23  -0.45  0.521
C  3.95  1.38  -1.37  -0.243
N  3.26  1.71  -2.61  -0.207
C  2.59  2.98  -2.54  -0.237
C  1.71  3.22  -3.72  -0.197
C  2.17  2.63  -5.06  -0.183
C  2.58  1.14  -4.90  -0.175
C  2.73  0.64  -3.49  -0.168
C  4.12  0.16  1.29  -0.234
C  3.09  0.04  2.23  -0.050
C  3.38  0.33  3.59  -0.064
C  4.67  0.66  4.05  -0.116
C  5.67  0.64  3.12  -0.153
C  5.38  0.43  1.78  -0.130
C  5.06  -1.20  -1.30  -0.223
C  4.78  -2.56  -1.62  -0.098
C  5.77  -3.34  -2.18  -0.146
C  7.07  -2.92  -2.43  -0.133
C  7.36  -1.53  -2.25  -0.081
C  6.29  -0.71  -1.72  -0.115
H  1.62  -1.54  0.25  -0.099
H  1.70  -1.53  -1.57  -0.057
H  5.05  1.42  -1.58  0.057
H  3.82  2.25  -0.68  0.083
H  3.41  3.70  -2.57  0.107
H  1.98  3.05  -1.61  0.128
H  1.50  4.31  -3.88  0.108
H  0.69  2.85  -3.56  0.092
H  3.02  3.17  -5.43  0.084
H  1.32  2.70  -5.76  0.101
H  3.45  0.98  -5.53  0.088
H  1.79  0.55  -5.40  0.096
H  3.34  -0.29  -3.39  0.126
H  1.75  0.37  -3.10  0.082
H  2.02  -0.07  2.00  0.071
H  2.47  0.24  4.14  0.036
H  4.71  0.99  5.11  0.088
H  6.72  0.96  3.31  0.090
H  6.25  0.45  1.14  0.085
H  3.86  -3.06  -1.31  0.083
H  5.48  -4.39  -2.25  0.084
H  7.86  -3.59  -2.76  0.075
H  8.32  -1.09  -2.52  0.077
H  6.53  0.31  -1.58  0.054
C  -4.12  0.01  6.65  -0.033
C  -3.17  -1.22  6.59  -0.302
C  -3.81  -2.47  7.19  -0.133
C  -4.90  -2.96  6.23  -0.170
C  -4.56  -3.06  4.79  -0.147
C  -5.40  -3.62  3.82  0.023
C  -4.99  -3.71  2.52  -0.274
F  -5.82  -4.31  1.62  0.027
C  -3.83  -3.13  2.05  0.082
C  -2.95  -2.47  2.97  -0.032
C  -1.64  -1.99  2.61  -0.322
O  -1.00  -2.47  1.61  -0.077
C  -1.05  -1.06  3.57  0.002
C  -1.58  -1.00  4.85  0.005
N  -2.77  -1.48  5.21  -0.019
C  -3.42  -2.34  4.34  -0.052
C  -0.01  0.02  3.30  -0.665
O  0.76  0.14  4.28  -0.066
O  0.14  0.50  2.19  -0.117
H  -4.28  0.30  7.72  0.090
H  -5.10  -0.19  6.24  0.063
H  -3.69  0.85  6.12  0.083
H  -2.21  -0.85  7.03  0.151
H  -4.33  -2.23  8.12  0.110
H  -3.14  -3.33  7.40  0.127
H  -5.81  -2.30  6.40  0.128
H  -5.31  -3.93  6.53  0.114
H  -6.37  -4.00  4.11  0.123
H  -3.57  -3.16  1.00  0.135
H  -1.01  -0.38  5.50  0.121
C  -6.00  2.84  -0.28  -0.044
N  -4.55  2.53  -0.35  -0.201
C  -3.58  3.49  -0.95  -0.026
C  -4.19  1.30  -0.08  -0.339
N  -3.87  0.22  0.34  0.072
H  -6.40  2.32  0.66  0.109
H  -6.55  2.46  -1.15  0.076
H  -6.07  3.95  -0.21  0.086
H  -2.51  3.21  -0.69  0.110
H  -3.74  4.53  -0.58  0.087
H  -3.57  3.45  -2.03  0.069
Br  -1.33  -0.69  -9.16  0.660
C  -1.75  0.32  -7.61  -0.674
C  -2.59  1.47  -7.73  -0.211
N  -3.11  2.13  -6.69  0.043
C  -2.70  1.83  -5.50  -0.116
C  -1.79  0.79  -5.23  -0.103
C  -1.37  -0.09  -6.30  -0.016
C  -1.36  0.61  -3.82  -0.691
O  -1.64  1.65  -3.12  -0.143
O  -0.66  -0.41  -3.55  -0.112
H  -2.76  1.79  -8.78  0.086
H  -3.10  2.38  -4.63  0.114
H  -0.86  -1.04  -5.96  0.133

Its largest force on an atom is 0.0923 hartree/bohr. Its energy above the lowest of the compared OMol25 structures with the same formula, charge and spin is 1.297 eV. The value obtained for the LUMO energy is 3.247 eV. Its total charge is -2. As for the HOMO-LUMO gap: 3.38 eV.

The molecule C4H6N2O in a non-equilibrium geometry, computed with ωB97M-V/def2-TZVPD.

Each line ends with the Löwdin charge.
Geometry (Å):
C  -0.78  -0.74  1.79  -0.054
C  -0.45  -0.23  0.43  -0.361
C  0.37  0.86  0.47  -0.110
N  0.92  0.94  -0.78  0.120
C  0.30  -0.01  -1.51  -0.486
O  0.61  -0.11  -2.80  0.106
N  -0.55  -0.74  -0.84  0.167
H  -0.14  -1.56  2.11  0.078
H  -1.83  -1.05  1.97  0.081
H  -0.28  0.09  2.30  0.062
H  0.17  1.75  1.06  0.123
H  1.62  1.59  -1.08  0.157
H  0.04  -0.80  -3.14  0.118

Its largest force on an atom is 0.0363 hartree/bohr. Its energy above the lowest of the compared OMol25 structures with the same formula, charge and spin is 1.428 eV. The value obtained for the LUMO energy is 0.804 eV. Its SMILES is Cc1c[nH]c(O)n1. As for the HOMO-LUMO gap: 8.82 eV.